[1]
The following is a quantum chemistry calculation of a cluster of 13 separate species, C3H31O13 in total at a distorted geometry, from the Open Molecules 2025 dataset.

XYZ file:
```
47
Properties=species:S:1:pos:R:3:nbo_charge:R:1
C 1.930 -0.209 -0.071 -0.640
C 0.630 -0.285 -0.823 0.071
C 0.489 -1.449 -1.740 -0.631
O -0.490 -0.498 0.111 -1.029
H 2.008 0.628 0.585 0.205
H 2.732 -0.032 -0.734 0.197
H 2.094 -1.086 0.543 0.196
H 0.365 0.637 -1.453 0.139
H 1.314 -1.522 -2.530 0.178
H -0.540 -1.539 -2.074 0.223
H 0.640 -2.362 -1.210 0.191
O -0.012 3.222 -2.403 -0.961
H 0.168 2.497 -1.796 0.484
H -0.594 2.879 -3.085 0.474
O -2.892 -1.033 2.107 -0.938
H -1.981 -0.898 1.901 0.490
H -2.787 -0.978 3.062 0.447
O -0.118 0.187 2.652 -1.008
H 0.050 -0.081 1.748 0.495
H -0.122 1.157 2.499 0.485
O 2.736 -0.289 3.490 -0.973
H 1.821 -0.124 3.256 0.510
H 3.005 -0.919 2.889 0.466
O -2.277 -2.741 -0.310 -0.969
H -1.535 -2.167 -0.345 0.506
H -2.053 -3.547 0.153 0.466
O -3.210 -2.233 -2.706 -0.990
H -3.420 -3.112 -2.892 0.456
H -2.748 -2.075 -1.868 0.514
O 1.801 3.647 0.378 -0.948
H 2.430 3.871 -0.304 0.476
H 2.373 3.199 1.050 0.503
O -0.356 2.326 0.575 -1.003
H 0.445 2.910 0.456 0.483
H -0.065 1.405 0.616 0.470
O -2.352 0.837 -1.391 -1.004
H -1.698 0.554 -0.660 0.511
H -1.928 0.699 -2.220 0.457
O 2.476 2.474 2.874 -0.968
H 2.905 1.586 2.942 0.502
H 3.077 3.021 3.357 0.464
O 0.423 -2.685 2.292 -0.961
H 0.284 -2.344 1.408 0.489
H -0.231 -3.351 2.455 0.464
O -1.652 0.318 -4.146 -0.939
H -0.918 -0.240 -4.004 0.468
H -2.238 -0.258 -4.634 0.480
```

Results
HOMO level (eV): -5.45
HOMO-LUMO gap (eV): 8.032
Total charge: -1
E (eV): -30233.118
Energy above the lowest of the compared OMol25 structures with the same formula, charge and spin (kJ/mol): 136.5
LUMO level (eV): 2.58

[2]
The following is a quantum chemistry calculation of a cluster of 2 separate species, C3H5F3S in total at a distorted geometry, from the Open Molecules 2025 dataset.

XYZ file:
```
12
Properties=species:S:1:pos:R:3:nbo_charge:R:1
C 1.209 0.118 0.216 -0.635
C -0.221 -0.083 0.611 -0.356
S -0.723 -1.603 1.087 0.112
C -1.100 0.921 0.234 0.707
F -2.457 0.807 0.523 -0.343
F -0.939 2.098 -0.442 -0.310
H 1.895 -0.112 1.014 0.223
H 1.454 -0.527 -0.616 0.220
H 1.505 1.137 -0.049 0.235
H -1.958 -1.212 0.929 0.147
F -1.659 -0.007 -3.012 -0.559
H -0.879 0.361 -3.390 0.559
```

Results
HOMO level (eV): -8.41
HOMO-LUMO gap (eV): 9.017
Structure (SMILES): CC(S)=C(F)F.F
E (eV): -22178.377
Energy above the lowest of the compared OMol25 structures with the same formula, charge and spin (kJ/mol): 107.3
LUMO level (eV): 0.61

[3]
The following is a quantum chemistry calculation of a cluster of 2 separate species, C10H24NO3P in total, from the Open Molecules 2025 dataset.

XYZ file:
```
39
Properties=species:S:1:pos:R:3:nbo_charge:R:1
C -3.775 -2.257 -0.660 -0.638
C -2.285 -2.226 -0.920 -0.069
O -1.523 -2.290 0.293 -0.518
C -1.246 -3.449 0.935 0.800
C -1.864 -4.737 0.449 -0.744
O -0.537 -3.405 1.900 -0.566
H -4.089 -3.204 -0.223 0.207
H -4.316 -2.120 -1.597 0.220
H -4.053 -1.452 0.020 0.226
H -1.971 -3.010 -1.611 0.175
H -1.996 -1.272 -1.359 0.201
H -2.792 -4.889 1.004 0.245
H -1.186 -5.545 0.708 0.250
H -2.094 -4.765 -0.611 0.218
C 4.251 2.665 0.983 -0.247
O 3.757 1.561 0.262 -0.538
C 2.709 1.934 -0.615 -0.069
C 2.168 0.681 -1.303 -0.424
C 0.713 0.326 -0.975 -0.401
C 0.406 0.232 0.531 -0.734
P -1.031 1.123 1.295 0.557
C -0.621 2.924 1.169 -0.516
N -0.650 3.518 -0.164 -0.839
H 3.486 3.079 1.651 0.163
H 4.587 3.464 0.310 0.162
H 5.100 2.324 1.571 0.195
H 3.083 2.666 -1.343 0.166
H 1.923 2.433 -0.036 0.158
H 2.813 -0.141 -0.989 0.225
H 2.282 0.770 -2.385 0.206
H 0.510 -0.646 -1.430 0.208
H 0.031 1.017 -1.478 0.189
H 1.282 0.510 1.127 0.230
H 0.215 -0.806 0.798 0.264
H -1.903 1.081 0.173 -0.059
H 0.339 3.034 1.700 0.181
H -1.358 3.436 1.791 0.213
H -0.267 4.457 -0.152 0.355
H -0.101 2.978 -0.818 0.351
```

Results
HOMO level (eV): -8.55
HOMO-LUMO gap (eV): 9.310
Structure (SMILES): CCOC(C)=O.COCCCCPCN
E (eV): -27679.524
LUMO level (eV): 0.76

[4]
The following is a quantum chemistry calculation of a structure of composition C51H59BrIrN5O4Si at a distorted geometry, from the Open Molecules 2025 dataset.

XYZ file:
```
122
Properties=species:S:1:pos:R:3:mulliken_spin:R:1
Ir -0.417 0.695 0.548 2.233
C 2.174 -3.510 4.335 0.019
C 2.897 -3.388 2.982 0.009
C 2.009 -3.943 1.876 0.007
C 3.535 -2.034 2.734 0.118
C 4.484 -1.635 3.663 -0.066
C 5.350 -0.583 3.427 0.175
C 5.366 0.034 2.179 -0.081
C 4.461 -0.311 1.204 0.103
C 4.570 0.278 -0.179 -0.005
C 5.489 -0.643 -1.000 0.022
C 5.119 1.706 -0.209 0.006
C 3.438 -1.288 1.509 0.145
N 2.407 -1.387 0.675 0.475
C 2.342 -1.799 -0.580 -0.048
O 3.002 -2.775 -0.937 0.074
C 1.453 -1.127 -1.584 0.042
C 1.561 -1.688 -2.858 -0.002
C 0.925 -1.095 -3.928 -0.003
C 0.234 0.079 -3.698 0.001
C 0.163 0.577 -2.401 0.102
N 0.745 -0.018 -1.350 -0.069
C -0.550 1.895 -2.234 -0.033
O -0.748 2.590 -3.222 0.029
N -0.934 2.209 -0.993 0.148
C -1.428 3.479 -0.694 0.138
C -2.806 3.787 -0.663 -0.010
C -3.190 5.029 -0.169 -0.014
C -2.273 5.981 0.229 0.020
C -0.922 5.723 0.074 -0.016
C -0.483 4.491 -0.377 -0.004
C 0.994 4.253 -0.611 0.011
C 1.368 4.734 -2.021 0.000
C 1.880 4.957 0.422 -0.001
C -3.927 2.987 -1.287 0.001
C -3.850 1.474 -1.167 -0.023
C -4.019 3.394 -2.767 0.003
H 2.125 -4.560 4.611 0.000
H 1.156 -3.139 4.270 -0.002
H 2.685 -2.978 5.133 0.001
H 3.771 -4.053 3.047 0.009
H 1.121 -3.336 1.737 -0.007
H 1.693 -4.946 2.154 0.001
H 2.554 -4.001 0.938 0.002
H 4.593 -2.200 4.576 0.008
H 6.071 -0.297 4.176 -0.011
H 6.122 0.774 1.968 0.008
H 3.581 0.287 -0.644 0.015
H 6.469 -0.706 -0.531 0.000
H 5.609 -0.246 -2.005 0.002
H 5.080 -1.648 -1.072 -0.006
H 6.203 1.711 -0.127 0.001
H 4.704 2.307 0.597 0.000
H 4.860 2.171 -1.155 0.000
H 2.174 -2.571 -2.966 -0.001
H 0.990 -1.530 -4.910 0.000
H -0.248 0.634 -4.488 0.002
H -4.245 5.256 -0.128 0.000
H -2.610 6.931 0.614 0.000
H -0.210 6.498 0.302 0.001
H 1.184 3.171 -0.558 0.021
H 1.207 5.806 -2.105 0.000
H 0.762 4.237 -2.774 0.000
H 2.418 4.523 -2.223 0.000
H 1.894 6.031 0.253 0.000
H 2.907 4.606 0.330 -0.001
H 1.527 4.772 1.436 0.002
H -4.853 3.302 -0.792 0.000
H -2.967 1.095 -1.671 0.003
H -4.732 1.032 -1.628 0.001
H -3.829 1.183 -0.123 0.014
H -3.105 3.124 -3.290 -0.001
H -4.166 4.468 -2.868 0.000
H -4.862 2.886 -3.233 0.000
C -4.017 2.900 2.814 0.025
Si -2.414 1.887 3.031 -0.009
C -0.926 3.062 2.828 0.028
C -2.296 1.048 4.751 0.022
N -2.273 0.646 1.796 0.446
C -3.150 -0.350 1.615 0.075
C -4.305 -0.542 2.412 0.141
C -5.153 -1.602 2.213 -0.047
C -4.906 -2.535 1.210 0.214
C -3.807 -2.373 0.385 -0.107
C -2.951 -1.303 0.564 0.150
O -1.883 -1.077 -0.261 0.185
C -1.687 -1.987 -1.303 0.032
C -0.829 -3.061 -1.120 -0.017
C -0.648 -3.965 -2.153 -0.002
C -1.327 -3.799 -3.348 0.003
C -2.163 -2.710 -3.534 -0.002
C -2.348 -1.798 -2.509 0.014
H -4.326 3.322 3.765 0.001
H -4.840 2.306 2.430 0.000
H -3.851 3.724 2.126 -0.001
H -1.219 4.072 3.090 0.000
H -0.571 3.086 1.800 0.043
H -0.100 2.795 3.477 0.010
H -2.775 1.655 5.511 0.001
H -1.263 0.910 5.054 0.001
H -2.769 0.071 4.754 -0.001
H -4.516 0.169 3.194 0.001
H -6.029 -1.705 2.833 0.002
H -5.571 -3.370 1.053 0.004
H -3.629 -3.071 -0.418 0.002
H -0.315 -3.187 -0.180 0.013
H 0.015 -4.803 -2.011 0.000
H -1.205 -4.528 -4.135 0.000
H -2.687 -2.583 -4.468 0.000
H -3.010 -0.955 -2.625 0.001
O 3.459 1.541 5.565 0.003
C 2.807 1.370 4.419 -0.016
C 2.990 2.165 3.284 0.012
C 2.230 1.910 2.163 -0.023
N 1.304 0.956 2.096 0.160
C 1.154 0.188 3.173 0.047
Br -0.126 -1.175 3.012 0.061
C 1.865 0.339 4.339 -0.009
H 4.064 2.293 5.528 0.002
H 3.698 2.982 3.279 -0.002
H 2.363 2.497 1.270 -0.031
H 1.697 -0.303 5.185 0.000
```

Results
HOMO level (alpha / beta) (eV): -9.66 / -10.51
HOMO-LUMO gap (alpha / beta) (eV): 7.322 / 5.659
Total charge: +1
2S+1: 6
E (eV): -150237.799
LUMO level (alpha / beta) (eV): -2.34 / -4.85

[5]
The following is a quantum chemistry calculation of a cluster of 7 separate species, C38H48Cl18F6N3O6 in total at a distorted geometry, from the Open Molecules 2025 dataset.

XYZ file:
```
119
Properties=species:S:1:pos:R:3:mulliken_charge:R:1
C 5.783 2.359 -0.282 -0.665
C 5.572 1.800 0.943 -0.236
C 4.260 1.837 1.730 -1.531
C 3.134 1.107 1.065 0.491
N 2.936 -0.175 1.154 0.436
C 3.681 -1.229 1.863 1.189
F 3.259 -2.409 1.358 -0.366
F 3.256 -1.206 3.135 -0.377
C 5.179 -1.178 1.740 -0.105
C 5.920 -0.886 2.892 -0.291
C 7.308 -0.837 2.883 -1.065
C 7.975 -1.064 1.675 -0.662
C 7.238 -1.327 0.521 -0.025
C 8.007 -1.535 -0.767 0.961
F 8.012 -2.808 -1.162 -0.222
F 9.296 -1.191 -0.612 -0.280
F 7.546 -0.767 -1.765 -0.268
C 5.850 -1.405 0.547 -0.302
C 1.708 -0.577 0.444 -2.038
N 1.924 -1.116 -0.902 -0.452
C 1.069 -1.953 -1.205 0.617
O 0.422 -2.859 -1.494 -0.401
C 0.876 0.711 0.646 0.873
O 0.903 0.852 2.079 -0.770
C -0.514 0.811 0.056 -0.577
C -1.535 -0.048 0.854 0.067
C -2.887 0.695 1.104 -1.258
C -4.115 -0.189 0.700 -0.203
C -5.153 0.633 -0.072 -1.065
C -6.431 -0.194 -0.414 -0.782
C -7.633 0.330 0.407 -0.575
C -8.816 -0.678 0.376 -0.388
C -9.710 -0.306 -0.836 -1.092
C 1.989 1.739 0.214 2.243
C 1.584 3.206 0.611 -1.157
O 1.166 3.899 -0.536 -0.191
C -0.100 4.537 -0.420 -0.548
C -0.822 4.418 -1.787 -0.436
O 0.143 4.433 -2.820 -0.242
C -0.511 4.322 -4.090 -0.341
C 0.242 3.379 -5.030 -0.560
C 2.226 1.854 -1.309 -1.825
O 1.447 1.396 -2.093 -0.451
N 3.370 2.550 -1.789 0.414
C 3.392 2.674 -3.198 0.437
O 3.318 3.725 -3.737 -0.457
F 3.583 1.578 -3.911 -0.234
H 5.621 3.409 -0.528 0.404
H 6.115 1.705 -1.095 0.085
H 6.420 1.320 1.436 0.618
H 3.999 2.871 1.987 0.590
H 4.431 1.338 2.691 0.499
H 5.399 -0.690 3.824 0.522
H 7.817 -0.610 3.812 0.419
H 9.057 -1.028 1.676 0.512
H 5.294 -1.629 -0.361 0.580
H 1.107 -1.341 0.956 1.238
H 0.125 1.382 2.297 0.777
H -0.833 1.854 0.195 -0.513
H -0.555 0.584 -1.008 0.638
H -1.153 -0.320 1.844 0.490
H -1.729 -0.988 0.335 0.372
H -2.951 0.949 2.167 0.447
H -2.937 1.635 0.541 0.504
H -3.806 -1.048 0.104 0.389
H -4.591 -0.505 1.633 0.067
H -5.473 1.524 0.480 0.470
H -4.697 0.995 -1.006 0.357
H -6.646 -0.168 -1.485 0.329
H -6.217 -1.233 -0.133 0.383
H -7.266 0.498 1.426 0.363
H -7.936 1.287 -0.033 0.289
H -9.360 -0.631 1.323 0.275
H -8.379 -1.672 0.243 0.298
H -10.192 0.645 -0.588 0.291
H -10.475 -1.064 -1.015 0.219
H -9.056 -0.177 -1.702 0.343
H 2.485 3.716 0.986 0.402
H 0.858 3.236 1.426 0.257
H -0.761 4.054 0.308 0.271
H 0.020 5.594 -0.160 0.390
H -1.278 3.415 -1.803 0.183
H -1.552 5.223 -1.925 0.532
H -0.558 5.312 -4.558 0.209
H -1.517 3.912 -3.929 0.361
H -0.361 3.071 -5.889 0.162
H 0.601 2.506 -4.475 0.026
H 1.115 3.915 -5.416 0.245
H 3.379 3.509 -1.448 0.395
C -2.895 -2.528 3.778 -0.133
Cl -3.299 -0.825 4.008 -0.134
Cl -2.849 -2.928 2.060 -0.119
Cl -1.347 -2.904 4.532 -0.046
H -3.666 -3.126 4.248 0.505
C -12.333 -3.510 0.668 -0.033
Cl -12.737 -1.810 0.912 -0.107
Cl -12.278 -3.901 -1.052 -0.114
Cl -10.796 -3.895 1.441 -0.110
H -13.108 -4.110 1.128 0.349
C -3.047 2.091 -8.282 -0.027
Cl -1.692 2.756 -9.193 -0.112
Cl -2.851 0.353 -8.051 -0.118
Cl -3.211 2.912 -6.725 -0.095
H -3.953 2.258 -8.849 0.345
C 2.623 -5.369 3.463 0.353
Cl 2.174 -6.509 2.196 -0.120
Cl 1.235 -4.373 3.923 -0.031
Cl 3.278 -6.212 4.866 -0.124
H 3.392 -4.715 3.072 -0.080
C -1.835 -4.839 8.334 0.016
Cl -0.686 -5.056 7.011 -0.073
Cl -1.234 -5.581 9.815 -0.118
Cl -2.174 -3.123 8.586 -0.123
H -2.760 -5.329 8.061 0.287
C 9.287 -2.966 -4.293 0.638
Cl 9.181 -2.347 -5.942 -0.128
Cl 8.612 -4.594 -4.190 -0.133
Cl 10.957 -2.945 -3.723 -0.126
H 8.704 -2.319 -3.652 -0.265
```

Results
HOMO level (eV): -11.64
HOMO-LUMO gap (eV): 7.293
Total charge: +1
E (eV): -298638.086
LUMO level (eV): -4.34

[6]
The following is a quantum chemistry calculation of the molecule C7H12N2O3S at a distorted geometry, from the Open Molecules 2025 dataset.

XYZ file:
```
25
Properties=species:S:1:pos:R:3:nbo_charge:R:1
C -0.122 -2.553 -1.060 -0.765
S -1.327 -1.506 -0.159 0.397
C -0.368 -0.208 0.271 0.100
C -1.064 0.856 1.375 0.032
C -2.424 0.874 1.932 -0.675
N -0.358 2.064 1.519 0.487
O -0.806 2.884 2.246 -0.397
O 0.626 2.217 0.823 -0.448
N 0.899 -0.077 -0.161 -0.536
C 1.951 -0.529 0.706 -0.422
C 1.363 0.199 -1.410 0.694
C 0.314 0.714 -2.293 -0.728
O 2.519 0.073 -1.717 -0.583
H 0.095 -1.912 -2.033 0.241
H -0.653 -3.594 -1.202 0.258
H 0.834 -2.714 -0.581 0.239
H -2.409 1.192 2.980 0.251
H -3.070 1.522 1.409 0.229
H -2.905 -0.066 1.960 0.226
H 2.561 0.204 1.245 0.225
H 1.620 -1.172 1.461 0.203
H 2.744 -1.055 0.190 0.239
H -0.651 0.242 -1.970 0.219
H 0.114 1.840 -2.159 0.270
H 0.517 0.502 -3.369 0.246
```

Results
HOMO level (alpha / beta) (eV): -8.34 / -8.32
HOMO-LUMO gap (alpha / beta) (eV): 7.292 / 7.261
Structure (SMILES): CS/C(=C(\C)[N+](=O)[O-])N(C)C(C)=O
E (eV): -27405.594
Energy above the lowest of the compared OMol25 structures with the same formula, charge and spin (kJ/mol): 604.2
LUMO level (alpha / beta) (eV): -1.05 / -1.06